C80H220N20O20 | the ωB97M-V functional and the def2-TZVPD basis

Properties
Calculated total energy   -157268.3857 eV
Energy above the lowest of the compared OMol25 structures with the same formula, charge and spin   2.087 eV
Kohn-Sham gap   9.157 eV
LUMO   0.3662 eV

CARTESIAN COORDINATES (ANGSTROEM)
1 C -8.24908 3.20791 -0.74856
2 C -6.95847 3.59266 -1.41799
3 C -6.38458 2.43170 -2.19969
4 O -5.92202 1.44794 -1.27974
5 C -5.38304 0.32029 -1.95462
6 N -7.10750 4.72010 -2.30418
7 H -8.57622 4.01145 -0.10151
8 H -8.13168 2.29095 -0.18129
9 H -9.10397 3.12670 -1.41612
10 H -6.22303 3.79487 -0.63248
11 H -5.50403 2.77730 -2.86794
12 H -7.13076 1.93468 -2.80851
13 H -6.06869 0.01091 -2.76529
14 H -5.27585 -0.51120 -1.25483
15 H -4.42203 0.67208 -2.41713
16 H -7.77172 5.37715 -1.97240
17 H -6.21857 5.15754 -2.46308
18 C 2.86572 4.97931 -6.86726
19 C 2.02429 3.72988 -7.07376
20 C 1.41816 3.71175 -8.48194
21 O 0.28044 4.57244 -8.55580
22 C -0.06982 4.88839 -9.94397
23 N 2.85553 2.59172 -6.87557
24 H 3.74753 4.96152 -7.47947
25 H 3.16822 5.11614 -5.81678
26 H 2.25942 5.87506 -7.13579
27 H 1.13602 3.77217 -6.41410
28 H 1.06605 2.68289 -8.72919
29 H 2.17111 3.98812 -9.21427
30 H -0.85842 5.66583 -9.92745
31 H -0.43794 3.97780 -10.37374
32 H 0.79206 5.24996 -10.48617
33 H 2.26319 1.79194 -6.69985
34 H 3.52276 2.66484 -6.11953
35 C -4.45305 -5.73043 -7.25698
36 C -3.02104 -6.15973 -6.77047
37 C -2.06640 -4.95239 -6.81923
38 O -0.89349 -5.20390 -6.05844
39 C 0.08019 -4.27171 -6.36210
40 N -3.12565 -6.83595 -5.49778
41 H -4.93844 -5.17703 -6.44273
42 H -5.04111 -6.57496 -7.52203
43 H -4.30437 -5.08147 -8.15919
44 H -2.59701 -6.92342 -7.38778
45 H -2.53846 -4.01428 -6.41612
46 H -1.93569 -4.68914 -7.84921
47 H 0.95381 -4.52173 -5.79371
48 H -0.21697 -3.29421 -6.07159
49 H 0.39023 -4.30498 -7.41566
50 H -2.21421 -6.90930 -5.11374
51 H -3.61250 -6.23466 -4.83015
52 C -3.53903 2.10432 3.45762
53 C -3.83775 1.31786 2.22181
54 C -4.86644 0.23389 2.46056
55 O -5.24775 -0.35943 1.21833
56 C -6.26704 -1.28209 1.34050
57 N -4.27066 2.16654 1.12273
58 H -4.47771 2.46419 3.88643
59 H -2.84563 2.88388 3.23144
60 H -2.95874 1.47180 4.14084
61 H -2.94306 0.72025 1.93767
62 H -5.73214 0.54037 3.03488
63 H -4.31574 -0.47559 3.07532
64 H -7.19973 -0.84636 0.98163
65 H -6.35775 -1.54916 2.39192
66 H -6.03775 -2.14927 0.71295
67 H -4.90865 2.84071 1.48917
68 H -4.80258 1.67991 0.40508
69 C -1.69654 -2.57369 4.11952
70 C -2.45104 -3.68866 4.78306
71 C -1.99049 -5.13273 4.24989
72 O -2.64336 -6.15243 4.92588
73 C -2.21353 -7.46409 4.75115
74 N -2.33897 -3.68379 6.24657
75 H -0.63027 -2.68873 4.26498
76 H -1.99911 -1.64965 4.58939
77 H -1.86096 -2.62799 3.03176
78 H -3.48968 -3.50105 4.51623
79 H -0.92209 -5.19553 4.49529
80 H -2.11905 -5.18413 3.16652
81 H -2.35685 -7.88743 3.78797
82 H -2.82425 -8.01735 5.48067
83 H -1.16040 -7.68386 4.97021
84 H -2.99818 -4.29553 6.68487
85 H -1.38290 -3.87840 6.57873
86 C 0.55356 -3.10630 -2.32025
87 C 1.12323 -4.51056 -2.20628
88 C 0.13206 -5.50774 -2.72816
89 O 0.69579 -6.82359 -2.58521
90 C -0.13651 -7.72794 -3.29516
91 N 2.36577 -4.60928 -3.01667
92 H 0.50380 -2.89602 -3.41604
93 H 1.25423 -2.42913 -1.78545
94 H -0.47656 -3.06002 -1.94087
95 H 1.40572 -4.67050 -1.17945
96 H -0.06294 -5.29995 -3.80616
97 H -0.82669 -5.48397 -2.20168
98 H -1.18799 -7.64365 -2.93868
99 H 0.15299 -8.72398 -3.06662
100 H -0.14829 -7.59354 -4.38256
101 H 2.71865 -5.59062 -2.96211
102 H 3.12164 -4.02628 -2.61450
103 C 4.82233 0.35604 -4.38333
104 C 4.45449 -1.00186 -3.78948
105 C 4.74155 -1.05077 -2.28685
106 O 4.53075 -2.38289 -1.83240
107 C 4.23949 -2.43064 -0.46498
108 N 3.04946 -1.25153 -4.07293
109 H 5.77782 0.70025 -4.01751
110 H 4.12269 1.15662 -4.11443
111 H 4.83503 0.34777 -5.46434
112 H 5.04884 -1.71533 -4.32746
113 H 4.06355 -0.28688 -1.82017
114 H 5.74004 -0.74641 -2.00834
115 H 3.56802 -1.62714 -0.18808
116 H 5.17528 -2.32034 0.14844
117 H 3.83852 -3.43130 -0.40014
118 H 2.71678 -2.14945 -3.78311
119 H 2.52365 -0.56989 -3.57302
120 C 6.68486 4.04451 -3.16430
121 C 7.04489 5.31160 -2.34623
122 C 5.89980 5.87702 -1.56137
123 O 4.81802 5.91222 -2.45767
124 C 3.74737 6.50008 -1.81941
125 N 8.23185 5.10207 -1.46534
126 H 7.58263 3.79620 -3.77154
127 H 5.83144 4.21309 -3.83715
128 H 6.57011 3.19882 -2.43714
129 H 7.43668 5.96638 -3.11326
130 H 6.12432 6.86726 -1.12301
131 H 5.65561 5.13648 -0.75740
132 H 2.96183 6.34928 -2.51443
133 H 3.92112 7.54575 -1.60311
134 H 3.53919 5.96984 -0.93009
135 H 8.13847 5.63899 -0.66048
136 H 8.24134 4.12518 -1.16988
137 C -1.33472 4.41344 -3.05702
138 C -1.82070 3.82477 -1.68458
139 C -1.24441 4.64132 -0.52847
140 O 0.16890 4.34273 -0.35414
141 C 0.70193 4.73311 0.87697
142 N -3.27568 3.93024 -1.58157
143 H -1.82517 3.91736 -3.89255
144 H -0.27604 4.12799 -3.09205
145 H -1.33196 5.52028 -3.10818
146 H -1.36797 2.85798 -1.48959
147 H -1.78197 4.49931 0.39800
148 H -1.27153 5.64681 -0.81776
149 H 1.76298 4.44442 0.73803
150 H 0.11996 4.16190 1.63093
151 H 0.60783 5.83918 1.00335
152 H -3.59992 3.69131 -0.62475
153 H -3.68571 3.28643 -2.26065
154 C -3.03914 3.82810 6.73953
155 C -1.71002 3.03962 6.76520
156 C -0.65100 3.56699 5.75645
157 O 0.51287 2.84094 5.89402
158 C 1.58136 3.29790 5.12359
159 N -1.15299 3.15170 8.10328
160 H -3.53633 3.73401 5.76745
161 H -2.86970 4.91771 6.83732
162 H -3.69973 3.49462 7.49838
163 H -1.92179 2.01254 6.41782
164 H -0.43917 4.62246 5.87790
165 H -1.10827 3.44171 4.73578
166 H 1.97343 4.20806 5.59516
167 H 1.19429 3.63009 4.16147
168 H 2.29100 2.50176 5.01756
169 H -0.18362 2.95777 8.20949
170 H -1.60303 2.57246 8.73752
171 C 3.95507 5.41275 3.43286
172 C 5.22472 5.40363 2.52687
173 C 5.62208 6.87242 2.10515
174 O 6.67723 6.75418 1.23591
175 C 7.11177 7.98792 0.85355
176 N 6.23015 4.64515 3.22942
177 H 3.71016 4.35949 3.40807
178 H 3.18465 6.06714 3.06587
179 H 4.19568 5.60919 4.49240
180 H 4.95305 4.78650 1.65005
181 H 5.85521 7.45335 3.02599
182 H 4.75121 7.34876 1.64617
183 H 7.94491 7.90028 0.13604
184 H 7.34450 8.63757 1.71104
185 H 6.30609 8.45971 0.28405
186 H 6.48400 5.18105 4.04484
187 H 7.07149 4.57497 2.65169
188 C 1.82461 -7.66937 1.18006
189 C 1.70521 -6.19515 1.56743
190 C 0.25387 -5.70749 1.39869
191 O -0.02639 -4.39282 1.94499
192 C 0.71995 -3.32473 1.40785
193 N 2.03026 -6.20068 2.98853
194 H 2.87365 -7.91025 1.36408
195 H 1.56965 -7.73889 0.11004
196 H 1.07655 -8.24022 1.66138
197 H 2.31496 -5.61341 0.90356
198 H -0.36040 -6.42315 1.96524
199 H -0.01423 -5.72353 0.34080
200 H 1.80096 -3.47907 1.60370
201 H 0.39407 -2.35931 1.78857
202 H 0.56512 -3.17143 0.31146
203 H 1.87302 -5.27751 3.36087
204 H 2.95497 -6.54498 3.26671
205 C -0.14805 0.43849 -4.48823
206 C -0.35069 0.08661 -5.90745
207 C -1.11841 1.17121 -6.64120
208 O -1.61842 0.59617 -7.80925
209 C -2.27691 1.57167 -8.52412
210 N 0.94031 -0.11768 -6.58596
211 H 0.56642 1.27398 -4.41423
212 H 0.35224 -0.37774 -3.89945
213 H -1.09051 0.72419 -4.00991
214 H -0.97730 -0.82900 -5.93331
215 H -0.53428 2.05330 -6.86816
216 H -1.95221 1.48487 -5.95489
217 H -3.21250 1.90209 -8.05984
218 H -2.46599 1.24853 -9.53950
219 H -1.78114 2.54475 -8.58583
220 H 1.55929 -0.61819 -5.93942
221 H 0.80565 -0.60826 -7.44449
222 C -3.84631 -1.99344 -7.61074
223 C -4.51134 -1.32680 -6.38907
224 C -3.57885 -1.29239 -5.15733
225 O -3.31469 -2.63114 -4.74313
226 C -2.36780 -2.67276 -3.66911
227 N -4.89256 0.03921 -6.75087
228 H -2.98022 -1.40410 -7.92275
229 H -4.59484 -1.93619 -8.40167
230 H -3.62686 -3.06845 -7.57569
231 H -5.38638 -1.95144 -6.08082
232 H -4.12031 -0.82615 -4.35654
233 H -2.67800 -0.75087 -5.28496
234 H -2.62062 -2.25988 -2.69729
235 H -1.41464 -2.22962 -4.01785
236 H -2.17527 -3.73806 -3.58546
237 H -4.04604 0.55909 -7.03698
238 H -5.24881 0.47256 -5.89996
239 C -0.26613 -0.37931 6.87890
240 C 1.14719 -0.54789 7.45837
241 C 1.90966 -1.42277 6.44538
242 O 1.93889 -0.80563 5.19413
243 C 2.39707 -1.70980 4.16866
244 N 1.80468 0.70568 7.83724
245 H -0.28365 0.36096 6.08406
246 H -0.97011 -0.10638 7.62855
247 H -0.61842 -1.28620 6.44858
248 H 1.01043 -1.18879 8.35165
249 H 1.42016 -2.36905 6.26069
250 H 2.89662 -1.73548 6.79193
251 H 2.51232 -1.13302 3.21824
252 H 1.63345 -2.45016 3.95471
253 H 3.32019 -2.16888 4.59232
254 H 1.47668 1.35158 7.13274
255 H 2.78430 0.67072 7.81541
256 C -3.69253 -7.40487 -0.46893
257 C -4.37045 -6.15943 -1.11485
258 C -3.75343 -4.86782 -0.65698
259 O -4.30151 -4.52171 0.66174
260 C -3.60045 -3.41783 1.19722
261 N -4.28419 -6.02571 -2.58652
262 H -4.08879 -8.32613 -0.94492
263 H -3.79008 -7.47539 0.64777
264 H -2.67309 -7.33285 -0.82186
265 H -5.42023 -6.03278 -0.80269
266 H -3.92111 -3.98985 -1.30174
267 H -2.66085 -4.94271 -0.44648
268 H -2.55295 -3.68095 1.30623
269 H -4.08476 -3.17704 2.13966
270 H -3.64657 -2.58423 0.45166
271 H -4.90372 -5.26615 -2.79192
272 H -4.55510 -6.91127 -3.00336
273 C 3.82378 1.55501 2.26693
274 C 4.83260 1.20498 1.12334
275 C 4.70281 2.17481 -0.05622
276 O 3.33213 2.41128 -0.29648
277 C 3.27417 2.98704 -1.62924
278 N 6.25927 1.20886 1.60309
279 H 4.01830 2.55938 2.72586
280 H 4.04796 0.82376 3.05048
281 H 2.76861 1.50710 2.04810
282 H 4.53131 0.23122 0.79766
283 H 5.16383 1.67870 -0.90651
284 H 5.24605 3.11445 0.19442
285 H 3.77435 3.94009 -1.71565
286 H 2.20411 3.10366 -1.75387
287 H 3.78361 2.36753 -2.35256
288 H 6.79863 0.37185 1.49856
289 H 6.74627 2.11270 1.59965
290 C 4.57230 1.58678 5.87175
291 C 5.66566 0.69465 6.56074
292 C 6.82754 1.64614 6.90761
293 O 7.92636 1.10580 7.63828
294 C 8.57515 0.00827 6.93406
295 N 5.07188 0.02450 7.71793
296 H 5.00569 2.13039 5.00578
297 H 4.11158 2.36836 6.59169
298 H 3.80494 0.89543 5.58434
299 H 5.95769 -0.06915 5.79383
300 H 6.38616 2.40838 7.52442
301 H 7.15813 2.14313 5.99285
302 H 9.06653 0.46999 6.08806
303 H 7.83672 -0.83404 6.73586
304 H 9.35220 -0.40208 7.55524
305 H 5.12986 0.59904 8.52571
306 H 5.67498 -0.77537 7.89635
307 C -5.73181 1.15460 6.92808
308 C -5.22725 -0.31160 6.83997
309 C -6.04657 -1.24518 5.97582
310 O -5.52207 -2.50136 5.89179
311 C -6.12677 -3.47578 5.12198
312 N -3.85806 -0.34269 6.27293
313 H -4.94345 1.82640 7.34999
314 H -6.63570 1.26209 7.51548
315 H -5.92827 1.49828 5.90979
316 H -5.20197 -0.75276 7.84440
317 H -6.14430 -0.79712 4.98432
318 H -7.06260 -1.22663 6.41839
319 H -6.21607 -3.18479 4.11979
320 H -7.16863 -3.78123 5.49944
321 H -5.52715 -4.37363 5.19178
322 H -3.18303 0.18835 6.82139
323 H -3.51200 -1.29370 6.32255
324 C -1.26808 0.06277 -0.92853
325 C -0.05860 0.86226 -0.41585
326 C -0.11436 1.33068 0.99918
327 O -0.03117 0.19468 1.85766
328 C 0.00599 0.54767 3.22326
329 N 1.20178 0.10335 -0.71725
330 H -2.25424 0.57587 -0.90264
331 H -1.41359 -0.79663 -0.27237
332 H -1.04121 -0.27796 -1.93236
333 H -0.02902 1.81375 -0.98950
334 H -1.05957 1.92457 1.13727
335 H 0.66921 2.07836 1.17229
336 H -0.78602 1.26075 3.55610
337 H 1.01789 0.89909 3.43700
338 H -0.23554 -0.33797 3.77191
339 H 1.14436 -0.80124 -0.28325
340 H 1.96819 0.57326 -0.28971